# 1
C21H49InN8O10 | ωB97M-V/def2-TZVPD

Structure (XYZ):
```
89
C21H49InN8O10 (ωB97M-V/def2-TZVPD)
In 2.597 0.163 2.574
N 0.611 0.105 0.592
O 0.213 -0.341 1.679
O -0.055 0.183 -0.395
O 1.697 0.685 0.649
C 0.483 2.492 -0.383
C 0.907 2.845 -1.834
O 2.059 2.798 -2.213
N -0.202 3.245 -2.517
C -0.181 3.559 -3.948
H -0.529 2.108 -0.246
H 0.663 3.349 0.265
H 1.167 1.699 -0.081
H -1.021 3.358 -1.937
H 0.770 3.291 -4.408
H -0.403 4.594 -4.209
H -1.010 3.067 -4.457
C -0.768 -2.067 2.889
C 0.731 -2.029 3.222
O 1.300 -0.974 3.277
N 1.365 -3.160 3.551
C 0.741 -4.465 3.338
H -1.172 -1.057 2.831
H -1.408 -2.696 3.509
H -0.839 -2.350 1.839
H 2.301 -3.104 3.926
H 1.402 -5.108 2.757
H -0.246 -4.468 2.874
H 0.596 -4.951 4.302
C -1.712 1.324 -2.432
C -1.772 -0.173 -2.544
O -2.563 -0.707 -3.378
N -0.841 -0.813 -1.889
C -0.621 -2.248 -1.931
H -2.706 1.752 -2.560
H -1.136 1.620 -3.309
H -1.326 1.754 -1.507
H -0.436 -0.323 -1.105
H 0.268 -2.581 -2.467
H -1.369 -2.805 -2.495
H -0.610 -2.672 -0.927
C -4.207 2.316 -1.731
C -3.503 1.470 -0.672
O -4.025 0.439 -0.336
N -2.430 1.970 -0.050
C -1.738 1.321 1.065
H -3.807 3.301 -1.972
H -5.264 2.400 -1.482
H -4.139 1.641 -2.584
H -2.081 2.853 -0.394
H -1.607 0.266 0.823
H -2.358 1.403 1.958
H -0.760 1.753 1.273
C -0.311 1.511 5.258
C 0.065 1.091 3.843
O 1.196 1.278 3.491
N -0.836 0.486 3.048
C -2.258 0.269 3.326
H 0.560 1.490 5.913
H -1.104 0.924 5.723
H -0.651 2.545 5.202
H -0.533 0.289 2.104
H -2.383 0.178 4.405
H -2.533 -0.716 2.950
H -2.902 1.050 2.920
C 1.272 -0.124 -2.115
C 1.815 0.167 -3.493
O 1.822 -0.785 -4.256
N 2.049 1.383 -3.887
C 2.493 1.852 -5.256
H 1.942 -0.737 -1.512
H 0.427 -0.754 -2.394
H 0.942 0.749 -1.553
H 2.066 2.108 -3.183
H 1.606 2.160 -5.809
H 3.008 1.087 -5.838
H 3.187 2.667 -5.053
C 0.973 -2.315 -0.259
C 2.139 -2.321 0.698
O 2.613 -1.345 1.194
N 2.655 -3.542 0.890
C 3.694 -3.808 1.834
H 0.736 -3.313 -0.628
H 1.117 -1.617 -1.082
H 0.053 -1.918 0.169
H 2.261 -4.325 0.388
H 3.593 -3.116 2.670
H 4.688 -3.728 1.394
H 3.514 -4.850 2.098
```

Computed properties:
Orbital gap, Ha: 0.0796
Molar mass, g/mol: 688.49
Net charge: +2
LUMO energy, eV: -10.5

Atom charges from the Mulliken analysis, given in e for atoms 1 to 6: number 1, In, carries 1.0715; number 2, N, carries -1.1729; number 3, O, carries 1.5461; number 4, O, carries 0.2423; number 5, O, carries -0.8693; number 6, C, carries 0.0878

***

# 2
CH4N2OS2 | ωB97M-V/def2-TZVPD

Structure (XYZ):
```
10
CH4N2OS2 (ωB97M-V/def2-TZVPD)
C -0.320 0.219 -0.545
H -1.610 -1.712 0.522
H -2.193 0.547 0.115
H 1.556 -0.318 -0.945
H 1.505 0.837 1.614
N -1.291 0.166 0.408
N 0.829 -0.518 -0.185
O -1.466 -1.017 1.179
S -0.416 1.114 -1.931
S 1.518 -0.493 1.367
```

Computed properties:
Orbital gap, Ha: 0.3383
Molar mass, g/mol: 124.19
LUMO energy, eV: 0.2
Structure (SMILES): ONC(=S)NS

Atom charges from the Mulliken analysis, given in e for atoms 1 to 6: number 1, C, carries 0.2735; number 2, H, carries 0.3395; number 3, H, carries 0.2652; number 4, H, carries 0.3136; number 5, H, carries 0.1415; number 6, N, carries -0.1901

***

# 3
C34H57LuN3O2Si | ωB97M-V/def2-TZVPD

Structure (XYZ):
```
98
C34H57LuN3O2Si (ωB97M-V/def2-TZVPD)
O 0.844 -1.665 0.644
O 0.821 -0.335 -4.431
C 2.328 -1.890 0.493
C 2.803 -3.024 1.378
H 2.769 -0.914 0.794
H 2.430 -2.078 -0.584
H 2.597 -2.854 2.447
H 3.886 -3.080 1.243
H 2.368 -3.982 1.065
C -0.082 -2.790 0.492
C -0.029 -3.325 -0.920
H -1.079 -2.368 0.722
H 0.182 -3.526 1.265
H -0.457 -2.593 -1.625
H -0.652 -4.222 -0.910
H 0.998 -3.593 -1.201
C -0.237 0.258 -5.204
C 1.780 -1.116 -5.161
C -1.553 -0.503 -5.077
H 0.055 0.324 -6.269
H -0.357 1.269 -4.781
H -1.459 -1.527 -5.468
H -2.331 0.010 -5.655
H -1.871 -0.548 -4.026
C 1.201 -2.270 -5.972
H 2.470 -1.504 -4.396
H 2.316 -0.427 -5.835
H 0.628 -2.963 -5.341
H 2.029 -2.833 -6.415
H 0.564 -1.916 -6.795
H 1.433 1.586 -2.494
N -1.017 -1.066 3.384
C -1.477 -0.283 4.532
C -2.373 0.838 4.133
C -2.341 1.624 2.981
C -1.948 -1.100 5.686
H -1.102 -1.608 6.173
H -2.791 -1.794 5.488
H -2.277 -0.319 6.389
C -3.212 2.857 2.893
H -3.853 2.816 1.995
H -2.600 3.777 2.874
H -3.832 2.846 3.797
N -1.571 1.375 1.875
C -0.569 -2.369 3.649
C 0.634 -2.748 4.323
C 1.676 -1.844 4.964
C 0.913 -4.106 4.529
H 1.836 -4.375 5.070
C 0.005 -5.071 4.106
H 0.225 -6.115 4.276
C -1.202 -4.733 3.492
H -1.948 -5.474 3.173
C -1.496 -3.385 3.265
C -2.802 -2.992 2.630
C -1.804 1.974 0.575
C -1.205 3.209 0.211
C -0.256 3.906 1.149
C -1.557 3.775 -1.014
H -1.114 4.741 -1.284
C -2.418 3.105 -1.890
H -2.664 3.553 -2.850
C -2.974 1.872 -1.542
H -3.665 1.341 -2.209
C -2.679 1.295 -0.310
C -3.271 -0.025 0.098
Lu 0.229 0.172 1.552
H 2.597 -1.746 4.369
H 1.845 -2.126 6.017
H 1.359 -0.830 5.140
H -2.845 -1.960 2.250
H -3.619 -3.100 3.354
H -3.018 -3.688 1.811
H 0.257 4.698 0.590
H 0.522 3.242 1.568
H -0.776 4.399 1.984
H -3.771 0.008 1.078
H -2.538 -0.849 0.107
H -4.019 -0.319 -0.644
H -3.087 1.186 4.899
C 1.438 2.682 -2.408
Si 2.979 3.524 -3.160
H 0.542 3.098 -2.894
H 1.383 2.906 -1.340
C 4.495 2.405 -3.124
C 3.387 5.113 -2.223
C 2.589 4.029 -4.939
H 3.400 4.670 -5.312
H 1.649 4.597 -4.974
H 2.498 3.145 -5.586
H 4.839 2.262 -2.090
H 5.303 2.877 -3.703
H 4.269 1.424 -3.563
H 3.401 4.935 -1.139
H 2.642 5.889 -2.451
H 4.379 5.470 -2.538
N -0.176 0.491 4.981
C 0.178 0.301 3.796
```

Computed properties:
Orbital gap, Ha: 0.2216
Molar mass, g/mol: 742.90
Net charge: +1
LUMO energy, eV: -4.0

Atom charges from the Mulliken analysis, given in e for atoms 1 to 6: number 1, O, carries 0.0653; number 2, O, carries -0.3193; number 3, C, carries -0.4114; number 4, C, carries -0.9269; number 5, H, carries 0.4387; number 6, H, carries 0.2933

***

# 4
CHKNaO2 | ωB97M-V/def2-TZVPD

Structure (XYZ):
```
6
CHKNaO2 (ωB97M-V/def2-TZVPD)
O 1.815 -2.273 0.501
C -0.503 -0.569 -0.080
O -0.226 0.661 0.119
Na -1.721 3.121 -0.464
K 2.165 -0.105 -0.382
H -1.530 -0.835 0.307
```

Computed properties:
<S²>: 0.775
Orbital gap (spin up / spin down), Ha: 0.1306 / 0.1249
Molar mass, g/mol: 107.10
Multiplicity: 2
LUMO energy (spin up / spin down), eV: -1.8 / -2.0

Charges computed using Mulliken, reported in e: number 1, O, carries -0.8899; number 2, C, carries -0.1272; number 3, O, carries -0.5460; number 4, Na, carries 0.7371; number 5, K, carries 0.8018; number 6, H, carries 0.0242